1.
ORCA calculation (the ωB97M-V functional and the def2-TZVPD basis) on 2 unconnected molecules or ions with the total composition C7H15N.

The geometry in ORCA input format:
```
! RIJCOSX wB97M-V def2-TZVPD def2/J DEFGRID3
* xyz 1 2
N -2.171 1.136 -3.042
C -0.800 1.538 -2.680
C 0.272 0.791 -0.487
C -0.668 1.472 -1.166
H -2.345 1.224 -4.045
H -2.898 1.639 -2.555
H -0.629 2.609 -3.006
H -0.091 0.889 -3.200
H 0.546 1.123 0.495
H 0.640 -0.177 -0.811
H -1.431 2.041 -0.615
C 1.754 0.082 3.071
C 0.732 -0.757 2.337
C 1.005 -1.874 1.647
C 0.070 -2.515 0.643
H 2.748 -0.312 2.891
H 1.736 1.132 2.795
H 1.556 0.030 4.207
H -0.267 -0.334 2.258
H 2.014 -2.300 1.682
H -0.492 -1.702 0.101
H 0.613 -3.084 -0.132
H -0.691 -3.158 1.044
*
```

Computed properties:
relative energy (zero: lowest compared OMol25 entry of this formula, charge and spin): 4.020 eV
orbital gap (spin up / spin down): 8.173 / 3.465 eV

2.
ORCA calculation (the ωB97M-V functional and the def2-TZVPD basis) on a molecular structure, C37H31BF4P2PdSi.

The geometry in ORCA input format:
```
! RIJCOSX wB97M-V def2-TZVPD def2/J DEFGRID3
* xyz 2 1
Pd 0.146 -0.087 1.021
C 4.271 -0.913 0.686
Si 2.550 -0.134 0.329
C 1.978 -1.114 -1.349
C 2.848 -0.986 -2.416
C 2.753 -1.859 -3.491
C 1.755 -2.819 -3.523
C 0.838 -2.904 -2.492
C 0.948 -2.051 -1.391
P -0.305 -2.149 -0.058
C -1.875 -2.127 -0.949
C -2.833 -3.130 -0.802
C -4.017 -3.041 -1.509
C -4.259 -1.953 -2.338
C -3.307 -0.950 -2.481
C -2.120 -1.026 -1.783
C -0.150 -3.703 0.844
C 0.669 -4.753 0.428
C 0.692 -5.915 1.179
C -0.038 -6.007 2.359
C -0.827 -4.949 2.786
C -0.887 -3.793 2.033
C 2.708 1.745 -0.209
C 3.974 2.287 -0.431
C 4.149 3.646 -0.638
C 3.059 4.499 -0.624
C 1.786 3.985 -0.434
C 1.610 2.619 -0.228
P -0.114 2.054 0.006
C -0.704 2.465 1.679
C 0.039 3.190 2.612
C -0.448 3.336 3.900
C -1.659 2.755 4.267
C -2.404 2.030 3.343
C -1.931 1.868 2.055
C -1.124 2.981 -1.172
C -0.868 2.799 -2.533
C -1.585 3.523 -3.466
C -2.568 4.412 -3.052
C -2.833 4.573 -1.699
C -2.127 3.853 -0.752
H 4.902 -0.901 -0.199
H 4.179 -1.946 1.016
H 4.777 -0.367 1.477
H 3.619 -0.232 -2.407
H 3.467 -1.782 -4.298
H 1.677 -3.486 -4.369
H 0.027 -3.620 -2.533
H -2.639 -3.973 -0.154
H -4.753 -3.824 -1.419
H -5.193 -1.889 -2.872
H -3.500 -0.116 -3.138
H -1.370 -0.244 -1.885
H 1.257 -4.676 -0.478
H 1.295 -6.749 0.850
H 0.026 -6.903 2.956
H -1.373 -5.016 3.714
H -1.488 -2.959 2.367
H 4.839 1.642 -0.444
H 5.140 4.036 -0.820
H 3.188 5.562 -0.774
H 0.917 4.630 -0.445
H 0.983 3.630 2.322
H 0.129 3.888 4.627
H -2.016 2.862 5.279
H -3.335 1.574 3.643
H -2.514 1.305 1.322
H -0.101 2.100 -2.846
H -1.386 3.390 -4.518
H -3.126 4.979 -3.783
H -3.593 5.266 -1.378
H -2.331 3.981 0.301
F -0.991 -0.738 2.997
B 0.104 -0.511 3.939
F 0.961 0.368 3.139
F -0.322 0.139 5.018
F 0.752 -1.679 4.082
*
```

Computed properties:
orbital gap (spin up / spin down): 5.343 / 5.344 eV

3.
ORCA calculation (the ωB97M-V functional and the def2-TZVPD basis) on C9H11N3OS in the gas phase.

The geometry in ORCA input format:
```
! RIJCOSX wB97M-V def2-TZVPD def2/J DEFGRID3
* xyz 0 1
C -2.499 2.170 -0.164
C -3.262 1.054 -0.537
C -1.137 1.991 0.135
C -2.809 -0.191 -0.518
C -0.670 0.649 0.225
C -1.552 -0.310 -0.176
C 0.731 0.162 0.609
C 3.831 0.891 -0.361
C 2.919 -0.280 -0.082
N -1.967 -2.831 -0.717
N -0.520 -2.845 1.493
N 1.573 0.071 -0.354
O 0.773 -0.215 1.750
S -0.926 -2.081 0.134
H -2.973 3.071 -0.070
H -4.283 1.163 -0.945
H -0.669 2.925 0.415
H -3.351 -1.074 -0.844
H 3.609 1.636 0.412
H 4.790 0.582 -0.448
H 3.525 1.312 -1.278
H 3.288 -1.161 -0.729
H 3.045 -0.636 0.968
H -1.759 -3.787 -0.888
H 0.294 -2.268 1.969
*
```

Computed properties:
relative energy (zero: lowest compared OMol25 entry of this formula, charge and spin): 6.308 eV
orbital gap (spin up / spin down): 4.712 / 5.847 eV

4.
ORCA calculation (the ωB97M-V functional and the def2-TZVPD basis) on a molecular structure, C15H28ClNaO19.

The geometry in ORCA input format:
```
! RIJCOSX wB97M-V def2-TZVPD def2/J DEFGRID3
* xyz 0 1
Na 10.229 5.656 17.598
Cl 6.842 6.286 19.007
O 7.938 5.334 19.085
O 6.659 6.675 17.632
O 5.658 5.660 19.539
O 7.188 7.462 19.779
C 15.943 6.051 17.026
C 15.402 7.161 16.153
O 14.185 6.574 15.657
C 13.763 5.668 16.565
O 12.676 5.195 16.584
O 14.744 5.384 17.445
H 16.479 6.404 17.902
H 16.532 5.348 16.438
H 16.040 7.424 15.312
H 15.134 8.095 16.648
C 9.562 2.244 20.029
O 10.595 2.900 20.780
C 11.402 3.673 20.094
O 11.308 3.987 18.929
O 12.322 4.140 20.934
C 13.445 4.769 20.352
H 9.991 1.583 19.273
H 9.008 2.996 19.464
H 8.942 1.705 20.730
H 14.029 4.079 19.747
H 14.039 5.142 21.187
H 13.192 5.647 19.759
C 7.346 2.418 17.056
O 8.586 1.674 17.096
C 9.642 2.307 16.618
O 9.733 3.481 16.370
O 10.640 1.429 16.532
C 11.952 1.940 16.242
H 6.909 2.374 16.060
H 7.566 3.460 17.291
H 6.671 2.000 17.791
H 12.509 2.110 17.160
H 11.886 2.875 15.694
H 12.402 1.148 15.647
C 11.212 6.210 13.535
O 10.655 7.530 13.678
C 10.096 7.818 14.841
O 10.270 7.220 15.876
O 9.393 8.925 14.706
C 8.788 9.440 15.895
H 10.505 5.666 12.912
H 11.340 5.743 14.509
H 12.178 6.280 13.047
H 8.246 10.346 15.637
H 9.552 9.775 16.602
H 8.121 8.688 16.313
C 9.591 8.881 19.501
O 10.951 9.313 19.301
C 11.804 8.369 18.943
O 11.540 7.201 18.843
O 13.033 8.840 18.752
C 13.209 10.199 18.384
H 9.489 8.258 20.387
H 9.180 8.304 18.674
H 9.018 9.796 19.615
H 12.875 10.857 19.185
H 12.638 10.426 17.481
H 14.256 10.393 18.172
*
```

Computed properties:
orbital gap: 8.989 eV